DFT (the ωB97M-V functional and the def2-TZVPD basis) results for an isolated molecule of C10H12F6N4O.

Each line ends with the natural charge from an NBO analysis.
Element x y z (Å)
F  -2.471  -2.299  -0.600  -0.32
F  -5.198  -0.106  1.637  -0.31
F  -4.287  -1.385  -1.281  -0.32
F  -4.243  -2.409  0.613  -0.31
F  -4.960  1.027  -0.179  -0.32
F  -3.916  1.619  1.596  -0.31
O  -0.514  0.255  1.097  -0.66
N  -0.210  1.429  -0.826  -0.62
N  3.000  -0.721  0.085  -0.35
N  -2.228  0.430  -0.371  -0.64
N  4.821  -0.854  1.325  -0.45
C  1.195  1.721  -0.633  -0.23
C  -3.102  -0.303  0.488  -0.23
C  2.173  -0.588  -1.082  -0.21
C  4.353  -0.802  0.111  0.15
C  2.593  -0.716  1.391  -0.12
C  -4.314  0.555  0.895  0.97
C  2.087  0.874  -1.545  -0.41
C  -3.544  -1.614  -0.192  0.97
C  -0.922  0.687  0.044  0.80
C  3.732  -0.801  2.137  -0.10
H  1.426  1.519  0.414  0.24
H  1.697  0.906  -2.565  0.20
H  1.359  2.784  -0.834  0.20
H  -0.614  1.685  -1.712  0.39
H  -2.612  0.844  -1.206  0.41
H  -2.520  -0.556  1.391  0.29
H  1.560  -0.659  1.664  0.24
H  3.839  -0.830  3.203  0.21
H  1.175  -0.968  -0.851  0.22
H  2.603  -1.198  -1.883  0.21
H  3.091  1.301  -1.552  0.22
H  4.951  -0.830  -0.779  0.19

Computed properties:
Energy relative to the best compared isomer or geometry (same formula, charge and spin) in kcal per mole: 0.00
SMILES: O=C(NCCCn1ccnc1)NC(C(F)(F)F)C(F)(F)F
Total energy in eV: -34879.61300
LUMO energy in eV: 0.3
Strongest force on any atom in eV/Å: 1.1
HOMO-LUMO gap in eV: 8.91

=====

DFT (the ωB97M-V functional and the def2-TZVPD basis) results for the ion C9H14N with charge +1.

Each line ends with the natural charge from an NBO analysis.
Element x y z (Å)
N  -0.667  -0.246  -0.150  -0.43
C  3.364  0.879  1.771  -0.31
C  -2.566  -1.777  -0.296  -0.71
C  0.797  1.825  -0.314  0.01
C  1.738  -0.559  0.204  -0.14
C  1.837  0.946  -0.462  -0.37
C  0.403  -0.897  0.735  -0.27
C  -2.578  0.498  -1.324  -0.66
C  2.600  0.407  0.789  0.04
C  -1.832  -0.493  -0.570  0.36
H  -2.528  -0.044  -2.290  0.25
H  -2.784  -1.691  0.790  0.25
H  0.430  2.476  -1.161  0.25
H  -1.948  1.345  -1.344  0.22
H  -1.779  -2.708  -0.206  0.23
H  0.345  2.020  0.661  0.22
H  -3.673  0.865  -1.051  0.27
H  2.366  0.930  -1.412  0.27
H  -3.514  -2.100  -0.762  0.27
H  2.128  -1.382  -0.401  0.27
H  3.509  0.132  2.439  0.22
H  0.240  -0.251  1.677  0.24
H  0.275  -2.014  0.718  0.26
H  3.838  1.839  1.960  0.25

Computed properties:
Energy relative to the best compared isomer or geometry (same formula, charge and spin) in kcal per mole: 131.66
Charge: +1
Total energy in eV: -11038.10998
LUMO energy (alpha / beta) in eV: -5.1 / -5.1
Strongest force on any atom in eV/Å: 4.3
HOMO-LUMO gap (alpha / beta) in eV: 8.20 / 8.20

=====

DFT (the ωB97M-V functional and the def2-TZVPD basis) results for an isolated molecule of C6H7Cl.

Each line ends with the natural charge from an NBO analysis.
Element x y z (Å)
Cl  -0.128  0.844  2.323  -0.01
C  0.077  0.192  0.711  -0.16
C  0.378  -1.335  0.792  -0.59
C  -1.057  0.775  -1.189  -0.24
C  0.353  0.876  -1.498  -0.24
C  -1.240  0.427  0.174  -0.18
C  1.037  0.693  -0.339  -0.17
H  -1.933  0.673  -1.887  0.22
H  1.501  -1.448  0.893  0.22
H  -2.061  0.150  0.856  0.24
H  -0.090  -1.744  1.829  0.22
H  0.141  -2.043  0.012  0.24
H  2.212  0.738  -0.335  0.23
H  0.809  1.201  -2.343  0.22

Computed properties:
Energy relative to the best compared isomer or geometry (same formula, charge and spin) in kcal per mole: 38.79
SMILES: CC1(Cl)C=CC=C1
Total energy in eV: -18855.37846
LUMO energy in eV: 0.4
Strongest force on any atom in eV/Å: 4.4
HOMO-LUMO gap in eV: 8.94

=====

DFT (the ωB97M-V functional and the def2-TZVPD basis) results for an isolated molecule of C4H14N2Si.

Each line ends with the natural charge from an NBO analysis.
Element x y z (Å)
Si  -0.106  1.185  -0.533  1.74
N  0.128  1.075  -2.210  -1.37
N  1.109  2.252  0.149  -1.29
C  -0.168  -0.620  0.262  -0.44
C  0.699  -0.542  1.569  -0.64
C  0.329  -1.733  -0.561  -0.60
C  -1.650  -1.031  0.642  -0.62
H  -1.901  -0.340  1.436  0.21
H  -1.623  -1.953  1.291  0.20
H  0.085  -2.572  0.043  0.20
H  1.773  2.793  -0.442  0.39
H  1.364  -1.597  -0.609  0.20
H  -0.435  1.064  -3.118  0.42
H  -1.460  1.855  -0.291  -0.24
H  0.862  -1.468  2.224  0.21
H  0.667  2.960  0.649  0.38
H  1.038  1.457  -2.620  0.40
H  1.665  -0.020  1.393  0.23
H  -0.208  -1.796  -1.558  0.21
H  -2.377  -1.096  -0.120  0.21
H  0.209  0.126  2.403  0.20

Computed properties:
Energy relative to the best compared isomer or geometry (same formula, charge and spin) in kcal per mole: 11.05
SMILES: CC(C)(C)[SiH](N)N
Total energy in eV: -15233.31141
LUMO energy in eV: 0.7
Strongest force on any atom in eV/Å: 4.9
HOMO-LUMO gap in eV: 9.79

=====

DFT (the ωB97M-V functional and the def2-TZVPD basis) results for a structure of composition C8H18F3I2O4P2PtS.

Each line ends with the natural charge from an NBO analysis.
Element x y z (Å)
Pt  0.025  0.100  -0.784  0.44
I  -0.062  2.551  -2.047  0.53
I  0.101  -2.326  -2.160  0.42
S  -0.025  -1.577  2.684  2.21
P  -2.330  -0.266  -0.392  1.05
P  2.374  -0.087  -0.394  1.08
F  2.388  -1.951  3.863  -0.29
F  0.741  -2.987  4.889  -0.26
F  1.501  -3.745  2.962  -0.29
O  0.114  -2.079  1.316  -0.80
O  -0.057  1.996  1.559  -0.35
O  -1.305  -1.864  3.318  -0.55
O  0.444  -0.192  2.840  -0.72
C  3.005  -1.253  0.837  -0.98
C  3.191  -0.491  -1.955  -0.95
C  0.007  1.139  0.803  0.53
C  3.056  1.518  0.135  -0.96
C  -3.122  1.293  0.150  -0.95
C  1.217  -2.623  3.669  0.75
C  -2.912  -1.515  0.789  -0.97
C  -3.098  -0.685  -1.978  -0.94
H  -3.945  -1.773  0.515  0.30
H  3.079  0.385  -2.601  0.27
H  -2.536  -1.516  -2.452  0.24
H  2.451  -2.195  0.769  0.27
H  -2.265  -2.398  0.726  0.27
H  -2.792  1.536  1.168  0.27
H  2.896  -0.858  1.856  0.29
H  -2.873  -1.151  1.825  0.29
H  -3.026  0.204  -2.611  0.27
H  2.670  2.307  -0.524  0.25
H  4.151  1.486  0.079  0.30
H  4.255  -0.736  -1.790  0.30
H  -2.828  2.110  -0.521  0.25
H  -4.210  1.180  0.147  0.30
H  2.671  -1.353  -2.407  0.24
H  -4.143  -0.987  -1.811  0.30
H  4.067  -1.417  0.628  0.30
H  2.762  1.733  1.174  0.28

Computed properties:
Multiplicity: 5
Energy relative to the best compared isomer or geometry (same formula, charge and spin) in kcal per mole: 0.00
Charge: +3
Total energy in eV: -73758.22644
LUMO energy (alpha / beta) in eV: -12.0 / -14.8
Strongest force on any atom in eV/Å: 4.1
HOMO-LUMO gap (alpha / beta) in eV: 8.16 / 5.42
⟨S²⟩: 6.031

=====

DFT (the ωB97M-V functional and the def2-TZVPD basis) results for a cluster of 2 separate species, C7H11N3O4 in total.

Each line ends with the natural charge from an NBO analysis.
Element x y z (Å)
O  0.241  0.372  -0.358  -0.55
O  2.257  -0.931  -0.582  -0.64
O  0.254  -2.056  -0.496  -0.47
O  -0.861  0.041  -2.969  -0.18
N  -1.506  0.870  -2.515  0.38
N  0.644  0.325  1.808  -0.32
N  -2.891  2.620  -1.593  -0.23
C  1.072  -1.129  -0.053  0.82
C  0.716  0.798  3.163  -0.42
C  1.089  -1.014  1.480  -0.29
C  0.209  0.960  0.766  0.54
C  -3.569  3.474  -1.207  0.49
C  0.425  -2.606  -1.816  -0.29
C  -2.135  1.655  -1.911  0.22
H  2.340  -1.160  -1.523  0.52
H  1.294  -3.266  -1.841  0.22
H  0.347  1.819  3.229  0.24
H  0.416  -1.764  1.909  0.26
H  -0.163  1.976  0.845  0.20
H  -4.190  4.296  -0.932  0.32
H  0.121  0.156  3.814  0.24
H  0.504  -1.826  -2.575  0.19
H  1.749  0.771  3.512  0.24
H  2.109  -1.184  1.837  0.27
H  -0.472  -3.195  -1.991  0.25

Computed properties:
Energy relative to the best compared isomer or geometry (same formula, charge and spin) in kcal per mole: 65.31
Charge: +2
Total energy in eV: -20075.05971
LUMO energy in eV: -8.9
Strongest force on any atom in eV/Å: 4.0
HOMO-LUMO gap in eV: 8.62